16
Properties=species:S:1:pos:R:3:forces:R:3 method="wB97M-V/def2-TZVPD" total_charge=0 energy_ev=-8866.57493 e_above_lowest_kcal_mol=60.8 smiles=O[C@H]1C[C@]2(CN2)C1
O 1.807660 -1.738560 -0.953984 -0.1 -0.2 -0.2
H 1.181356 0.124380 1.604582 -0.2 -0.1 -0.1
H 0.368842 -1.415207 1.183034 0.0 0.2 0.0
H 2.184989 0.199040 -0.649800 0.0 -0.1 0.2
C 1.336013 -0.478704 -0.554827 0.2 0.3 0.0
C -0.530210 0.311251 0.143292 0.1 0.0 0.0
H -0.442775 -0.624983 -1.867365 -0.1 0.0 0.2
H -1.602859 2.253054 0.018005 0.0 -0.1 0.1
H -1.072338 1.764354 1.711734 0.0 -0.1 -0.2
N -1.938626 0.165546 0.451970 -0.1 -0.3 0.1
C 0.078613 0.107407 -1.243068 -0.2 0.1 -0.1
H 0.221637 1.021003 -1.829074 0.1 -0.2 0.1
C -1.282994 1.456673 0.686696 0.1 0.3 0.0
H 1.094741 -2.382063 -0.845182 0.1 0.1 -0.1
C 0.633720 -0.411080 0.822478 0.1 -0.1 0.0
H -2.037769 -0.352109 1.321509 -0.1 0.1 0.0